# 1
{"formula": "C24H42BrF3N2O15P3S", "method": "ωB97M-V with the def2-TZVPD basis set", "symbols": ["C", "C", "Br", "C", "N", "N", "C", "C", "C", "O", "C", "C", "C", "C", "C", "C", "C", "C", "S", "O", "O", "C", "F", "F", "F", "H", "H", "H", "H", "H", "H", "H", "H", "H", "H", "H", "H", "H", "H", "H", "C", "O", "P", "O", "O", "C", "O", "C", "H", "H", "H", "H", "H", "H", "H", "H", "H", "C", "O", "P", "O", "O", "C", "O", "C", "H", "H", "H", "H", "H", "H", "H", "H", "H", "C", "O", "P", "O", "O", "C", "O", "C", "H", "H", "H", "H", "H", "H", "H", "H", "H"], "coordinates": [[3.66562, 0.49256, 3.78201], [3.22158, 1.57619, 2.78342], [4.68213, 2.92611, 2.74318], [3.16185, 1.01152, 1.32579], [1.98126, 0.08717, 1.11933], [1.09034, 0.14185, 2.05479], [0.02530, -0.62184, 1.89657], [-0.10346, -1.44373, 0.76094], [-1.36838, -2.29967, 0.60801], [-2.02865, -1.96394, -0.60367], [-2.25177, -0.58633, -0.65901], [-2.97585, 0.08419, 0.33442], [-3.17192, 1.47137, 0.27912], [-2.65213, 2.20301, -0.79315], [-1.94276, 1.53385, -1.79434], [-1.75416, 0.15805, -1.71996], [0.89609, -1.51921, -0.21439], [1.99714, -0.67571, 0.01172], [3.31810, -0.68616, -1.25479], [4.52798, -1.16890, -0.66575], [2.89883, -1.59295, -2.27322], [3.59627, 0.99331, -2.01603], [2.44592, 1.69217, -1.98318], [4.53533, 1.66146, -1.35317], [3.99239, 0.83643, -3.26031], [4.50261, -0.05392, 3.30858], [4.03816, 0.88483, 4.73266], [2.86155, -0.25112, 3.91268], [2.33188, 2.13710, 3.07978], [4.10845, 0.46837, 1.18428], [3.05371, 1.86069, 0.64760], [-0.77880, -0.60336, 2.63312], [-1.11588, -3.36904, 0.58546], [-2.04637, -2.06208, 1.44519], [-3.37688, -0.53395, 1.14395], [-3.72678, 1.99988, 1.05687], [-2.77187, 3.28711, -0.84985], [-1.55073, 2.12844, -2.62324], [-1.20461, -0.33790, -2.52831], [0.85013, -2.16492, -1.09341], [-0.07691, 6.07844, -3.43557], [-0.81836, 6.42284, -2.24832], [-0.43792, 5.56919, -0.84773], [-1.75058, 5.69395, -0.16334], [0.64644, 6.68685, -0.37755], [0.17829, 7.99530, -0.04751], [0.25018, 4.43313, 0.17403], [1.54793, 3.92582, -0.17189], [-0.42142, 6.71135, -4.24941], [0.99297, 6.24578, -3.28137], [-0.25217, 5.03454, -3.70351], [-0.86522, 7.98725, 0.26551], [0.29693, 8.65536, -0.90723], [0.79048, 8.37081, 0.77060], [2.30451, 4.70706, -0.07061], [1.54256, 3.54718, -1.19104], [1.79070, 3.11315, 0.50438], [-6.51790, 0.82557, 7.06184], [-6.32012, 1.01536, 5.64582], [-5.67683, -0.28638, 4.79372], [-5.04310, 0.48587, 3.69012], [-7.16729, -0.82926, 4.42227], [-8.00040, -0.02528, 3.58874], [-5.03514, -1.78972, 4.43404], [-5.34237, -2.87255, 5.33740], [-6.94326, 1.73776, 7.47250], [-7.20688, -0.00367, 7.24450], [-5.56477, 0.62858, 7.55540], [-7.41852, 0.63996, 2.95132], [-8.68005, 0.56289, 4.20622], [-8.58681, -0.69392, 2.96067], [-6.40066, -3.12901, 5.27665], [-5.08498, -2.60523, 6.36286], [-4.75290, -3.73787, 5.04210], [3.57181, -5.39839, -7.22038], [2.97106, -5.13824, -5.93583], [3.40982, -6.17249, -4.68020], [2.18261, -6.03092, -3.85318], [4.61571, -5.18155, -4.20016], [4.26102, -3.90456, -3.68841], [4.10100, -7.45916, -3.87722], [5.32578, -7.99930, -4.41517], [3.20753, -4.65511, -7.92546], [4.66122, -5.32576, -7.15598], [3.28936, -6.39002, -7.57775], [3.25034, -3.90198, -3.28342], [4.33979, -3.15320, -4.47667], [4.95993, -3.65031, -2.89162], [6.14051, -7.28271, -4.30003], [5.20526, -8.25629, -5.46798], [5.56920, -8.90205, -3.85975]], "atomic_forces_ev_per_a": [[0.0, -0.4, -0.9], [0.7, -0.2, 0.0], [-0.5, -0.3, -0.3], [0.1, 0.7, 1.5], [2.5, 0.9, -0.7], [-0.8, -0.3, 0.2], [0.0, -0.5, -1.1], [-0.5, -1.1, -0.1], [-0.2, 0.5, 0.1], [0.5, 0.2, 0.1], [-0.6, 1.2, -0.1], [0.0, -0.4, 0.2], [0.1, -0.1, -0.2], [0.2, -0.2, 0.0], [-0.3, 0.4, 0.5], [0.6, -0.4, -0.8], [0.5, 0.8, 0.7], [-1.9, -0.1, -0.2], [1.8, -3.4, -0.3], [0.2, 1.6, 1.2], [-1.7, 1.1, -0.4], [0.0, 1.3, -0.2], [0.4, -0.6, 0.0], [-0.4, -0.4, 0.0], [-0.3, -0.3, 0.4], [-0.2, 0.2, 0.3], [-0.4, 0.0, -0.2], [0.2, 0.4, 0.3], [0.2, -0.2, -0.2], [-0.5, 0.0, -0.4], [0.1, -0.5, -0.1], [0.4, 0.3, 0.0], [-0.1, 0.3, 0.0], [0.4, -0.5, -0.1], [-0.1, 0.6, -0.1], [0.1, -0.4, -0.1], [-0.1, -0.3, 0.2], [-0.1, -0.4, 0.1], [-0.2, 0.0, 0.3], [-0.1, 0.2, 0.2], [0.1, 0.2, -0.1], [1.3, -3.1, -0.7], [-2.7, 5.2, 5.0], [0.2, -0.9, -0.7], [0.5, -0.9, 0.0], [0.0, 0.5, -0.3], [0.5, -0.9, -3.2], [0.0, 0.4, 0.0], [-0.1, 0.0, 0.1], [0.0, 0.0, -0.1], [0.0, 0.0, -0.1], [0.0, -0.2, -0.1], [-0.1, 0.0, 0.0], [0.1, -0.1, 0.0], [0.0, 0.0, 0.0], [0.1, 0.0, 0.0], [-0.3, 0.1, 0.1], [-0.2, 0.0, 0.1], [2.0, -2.0, 2.1], [-2.9, 2.0, -7.0], [0.7, -0.2, 0.8], [0.4, -0.7, 0.3], [-0.4, 0.3, 0.2], [0.4, 0.8, 3.4], [-0.1, -0.3, 0.0], [0.0, 0.0, -0.1], [0.0, 0.0, 0.0], [-0.1, 0.1, 0.1], [0.1, 0.0, 0.1], [0.0, 0.1, 0.0], [0.1, -0.1, 0.1], [0.0, 0.1, 0.0], [0.0, -0.1, 0.0], [0.1, 0.1, -0.1], [0.1, 0.2, -0.1], [1.0, -3.0, -1.1], [-1.8, 4.3, 5.9], [0.1, -0.6, -0.8], [0.4, -0.7, -0.1], [0.0, 0.4, -0.3], [0.1, -0.3, -3.5], [0.3, -0.1, 0.1], [0.0, 0.0, 0.1], [0.0, 0.0, -0.1], [0.0, 0.1, -0.1], [0.0, -0.1, -0.1], [-0.1, 0.0, 0.0], [0.1, -0.1, 0.0], [-0.1, 0.0, 0.0], [0.1, -0.1, 0.0], [-0.1, 0.0, 0.0]], "lowdin_charge": [-0.1425, -0.6863, 0.7262, -0.1771, -0.0422, 0.1791, 0.0432, -0.0841, -0.1195, -0.0350, -0.2957, -0.0094, -0.0350, -0.0692, -0.0770, -0.0261, 0.1034, -0.1377, 0.7964, -0.2284, -0.2335, -0.6471, 0.1277, 0.1659, 0.2039, 0.0861, 0.0784, 0.0742, 0.0882, 0.1181, 0.0666, 0.1546, 0.1556, 0.1210, 0.1196, 0.1196, 0.0950, 0.1045, 0.1244, 0.1564, -0.1119, -0.2291, 0.5826, -0.2544, -0.2715, -0.0909, -0.2168, -0.1081, 0.0910, 0.0858, 0.0749, 0.0874, 0.0876, 0.0908, 0.0995, 0.0667, 0.0528, -0.1115, -0.2350, 0.5885, -0.2787, -0.2763, -0.0959, -0.2395, -0.1119, 0.0895, 0.0867, 0.0809, 0.0838, 0.0870, 0.0905, 0.0856, 0.0810, 0.0859, -0.1151, -0.2384, 0.5868, -0.2694, -0.2668, -0.1255, -0.2198, -0.1091, 0.0867, 0.0855, 0.0828, 0.0645, 0.0881, 0.0870, 0.0833, 0.0809, 0.0888], "gap_ev": 6.4, "energy_ha": -6473.26815, "charge": 1, "multiplicity": 1, "e_homo_ha": -0.423}

# 2
{"formula": "C5H8N2O2S", "method": "ωB97M-V with the def2-TZVPD basis set", "symbols": ["C", "C", "C", "C", "C", "N", "N", "O", "O", "S", "H", "H", "H", "H", "H", "H", "H", "H"], "coordinates": [[0.67174, 0.79825, 1.18792], [1.79366, 0.14265, 0.87083], [-0.39908, 1.33108, 0.29513], [-1.51030, 0.34638, 0.01775], [-2.08000, -1.97225, -0.43184], [1.97323, 1.00179, -1.22100], [2.47051, 0.15958, -0.39582], [3.51288, -0.51145, -0.48987], [-1.23969, -0.90689, 0.00397], [-3.01846, 0.93137, -0.37093], [0.37363, 0.79992, 2.31936], [2.24507, -0.22204, 1.72059], [-0.75828, 2.20843, 0.55578], [0.22354, 1.58713, -0.56661], [-1.92922, -2.74927, 0.21092], [-1.73197, -2.34164, -1.51046], [-3.17763, -1.68828, -0.18577], [2.58037, 1.08523, -2.00996]], "atomic_forces_ev_per_a": [[-1.3, -0.7, 2.1], [-2.1, 1.7, 0.2], [2.9, -3.9, -1.4], [-2.4, 2.0, -1.2], [-1.9, 1.6, -2.2], [0.4, -0.9, 0.9], [0.0, 0.9, -0.3], [-0.6, 0.3, -0.3], [2.3, -1.5, 0.4], [0.6, 0.0, 0.3], [0.9, -0.2, -2.1], [2.0, -1.3, 0.9], [-2.1, 3.9, 1.9], [-0.9, -0.5, -0.8], [1.0, -2.1, 1.8], [-1.3, 1.3, 2.2], [1.7, -0.3, -1.5], [0.7, -0.4, -0.8]], "nbo_charge": [-0.0707, -0.1162, -0.5897, 0.3147, -0.2680, -0.4690, 0.3236, -0.4285, -0.4927, -0.1747, 0.2146, 0.2273, 0.2450, 0.3055, 0.1898, 0.2127, 0.2281, 0.3482], "gap_ev": 8.1, "energy_ha": -853.31235, "multiplicity": 1, "e_homo_ha": -0.316}

# 3
{"formula": "C4H4ClN3", "method": "ωB97M-V with the def2-TZVPD basis set", "symbols": ["C", "C", "C", "C", "H", "H", "H", "H", "N", "N", "N", "Cl"], "coordinates": [[0.70349, -0.30382, -0.01372], [-0.60773, -0.82003, -0.03137], [-1.62760, 0.13616, -0.01711], [-0.10303, 1.79948, -0.02316], [2.66722, -0.65518, 0.09352], [1.68766, -2.11120, 0.20686], [-0.84923, -1.84317, -0.06084], [0.06375, 2.85524, -0.06295], [1.77908, -1.13751, -0.07008], [-1.39042, 1.45225, -0.01156], [0.93708, 1.01208, 0.00358], [-3.26027, -0.38430, -0.01318]], "atomic_forces_ev_per_a": [[-0.7, -0.6, -0.1], [-0.4, 2.0, 0.1], [1.6, 0.3, 0.0], [-1.1, -0.1, 0.1], [-0.5, -0.6, -0.1], [0.1, 0.6, -0.1], [0.0, -1.1, 0.0], [0.3, 0.5, 0.1], [0.7, 0.4, 0.3], [-0.3, -0.7, -0.1], [0.9, -0.5, -0.1], [-0.3, 0.0, 0.0]], "nbo_charge": [0.4191, -0.3803, 0.2196, 0.2882, 0.4069, 0.3980, 0.2285, 0.1814, -0.7867, -0.4993, -0.5097, 0.0344], "gap_ev": 10.2, "energy_ha": -779.31037, "multiplicity": 1, "e_homo_ha": -0.344}

# 4
{"formula": "C23H44HfNO3P3", "method": "ωB97M-V with the def2-TZVPD basis set", "symbols": ["P", "C", "H", "H", "H", "C", "H", "H", "H", "C", "H", "H", "H", "P", "C", "H", "H", "H", "C", "H", "H", "H", "C", "H", "H", "H", "P", "C", "H", "H", "H", "C", "H", "H", "H", "C", "H", "H", "H", "Hf", "C", "O", "C", "O", "C", "C", "C", "C", "C", "C", "H", "H", "H", "H", "H", "H", "O", "C", "C", "C", "C", "C", "C", "N", "H", "H", "H", "H", "H", "H", "H", "H", "H", "H", "H"], "coordinates": [[2.90430, -0.64991, -0.13158], [3.51335, -0.83729, 1.56904], [4.61267, -0.81028, 1.55649], [3.18563, -1.80005, 1.97901], [3.14121, -0.02450, 2.20143], [3.56556, -2.20373, -0.83255], [3.52981, -2.20402, -1.92671], [2.96754, -3.04669, -0.46136], [4.60738, -2.32757, -0.50477], [4.08183, 0.60202, -0.74935], [5.10024, 0.19630, -0.67835], [4.00731, 1.50873, -0.13772], [3.86721, 0.86372, -1.79006], [-0.80300, 2.76053, -0.49073], [-0.88291, 3.64323, 1.08408], [-1.31472, 4.63696, 0.90689], [0.11826, 3.74587, 1.51214], [-1.52282, 3.09034, 1.77977], [0.23006, 3.89930, -1.47768], [0.18552, 3.66254, -2.54704], [1.27380, 3.82637, -1.14670], [-0.12196, 4.92917, -1.32300], [-2.49357, 3.05915, -1.11790], [-2.63036, 4.13711, -1.29265], [-3.22332, 2.71547, -0.37301], [-2.67195, 2.51738, -2.05429], [-2.14215, -2.08400, -0.02702], [-2.90762, -2.33958, 1.59555], [-3.57743, -3.20615, 1.51777], [-3.48525, -1.46015, 1.89311], [-2.14448, -2.54494, 2.35373], [-3.63001, -2.09630, -1.07951], [-4.29189, -2.89968, -0.73344], [-3.37989, -2.25678, -2.13146], [-4.15020, -1.13614, -0.98317], [-1.36677, -3.72087, -0.23325], [-2.15070, -4.49247, -0.17997], [-0.64046, -3.87361, 0.57880], [-0.83753, -3.80108, -1.19068], [0.06735, -0.14920, -0.98366], [1.21384, 1.29082, 0.53439], [1.67720, 1.86694, 1.44744], [-1.73544, 0.36277, 0.45855], [-2.42402, 0.68956, 1.36285], [-1.30632, -0.25707, -2.81997], [-0.68449, -1.51950, -2.69050], [0.72315, -1.61194, -2.59848], [1.50643, -0.44803, -2.78371], [0.89656, 0.82097, -2.85303], [-0.51653, 0.91246, -2.90125], [-2.38976, -0.17993, -2.89183], [-1.27798, -2.42571, -2.71571], [1.19536, -2.58452, -2.45982], [2.58511, -0.52770, -2.90003], [1.50647, 1.72341, -2.93564], [-0.99458, 1.86210, -3.10420], [0.36765, -1.18926, 1.73880], [0.26389, -1.36908, 2.98231], [0.83998, -2.59576, 3.64446], [1.95540, -2.26177, 4.64161], [1.40139, -1.88741, 6.00985], [0.61470, -0.57308, 6.03259], [-0.65597, -0.59177, 5.18134], [-0.38174, -0.45983, 3.74329], [0.01657, -3.14136, 4.13119], [1.23491, -3.22866, 2.84033], [2.60404, -3.14341, 4.74133], [2.59847, -1.46027, 4.24928], [0.74439, -2.69715, 6.35540], [2.24028, -1.79817, 6.71072], [0.29790, -0.37523, 7.06505], [1.24379, 0.26970, 5.72399], [-1.23107, -1.50911, 5.39400], [-1.29468, 0.26115, 5.44883], [-0.88871, 0.26330, 3.23039]], "atomic_forces_ev_per_a": [[1.5, -1.0, -0.3], [-0.7, 0.1, 0.6], [-0.3, 0.0, -0.2], [0.0, 0.3, -0.1], [0.2, -0.2, 0.0], [-0.5, -0.2, -0.3], [0.2, -0.1, 0.1], [0.2, 0.1, 0.0], [-0.3, 0.1, -0.1], [-0.5, 0.3, -0.3], [-0.3, 0.1, 0.0], [0.2, -0.1, -0.1], [0.3, 0.1, 0.1], [-0.6, 1.6, -1.5], [0.3, -0.7, 0.8], [0.1, -0.2, -0.1], [-0.2, 0.2, 0.0], [0.1, 0.3, 0.0], [0.3, -0.4, -0.1], [0.0, 0.2, 0.2], [-0.1, 0.2, -0.1], [0.1, -0.3, 0.0], [-0.1, -0.5, -0.1], [0.1, -0.3, 0.1], [0.1, 0.2, -0.2], [-0.2, 0.3, 0.1], [-0.1, -2.0, -0.3], [0.3, 0.8, 0.7], [0.2, 0.2, -0.1], [0.0, -0.2, 0.1], [-0.2, 0.0, -0.1], [0.3, 0.5, -0.3], [0.1, 0.1, -0.1], [-0.2, -0.1, 0.1], [-0.1, -0.2, 0.0], [0.4, 0.0, -0.2], [0.3, 0.2, 0.0], [-0.2, 0.0, -0.2], [-0.2, -0.2, 0.3], [-0.5, 1.6, 11.6], [1.9, 2.3, 4.7], [-2.1, -2.6, -4.5], [-2.6, 1.7, 4.6], [3.0, -1.6, -4.5], [-0.1, 0.5, -1.5], [0.1, -0.6, -1.3], [-0.1, -0.7, -1.7], [0.5, 0.0, -1.3], [0.4, 0.1, -1.6], [-0.5, 0.0, -2.0], [0.2, 0.0, 0.0], [0.0, 0.1, 0.1], [0.0, 0.2, -0.1], [-0.2, 0.0, 0.2], [-0.2, -0.2, 0.0], [0.1, 0.0, 0.1], [-0.1, 0.3, -1.7], [-0.8, 0.8, 1.2], [0.1, 0.1, -0.7], [0.2, -0.2, 0.3], [0.1, 0.3, 0.2], [-0.2, -0.1, 0.2], [0.0, 0.2, 0.7], [0.1, -0.8, -1.1], [0.2, 0.1, 0.0], [-0.2, 0.1, 0.1], [-0.2, 0.2, 0.0], [-0.2, -0.1, 0.1], [0.2, 0.1, 0.1], [-0.3, -0.1, 0.0], [0.1, 0.0, -0.2], [0.0, -0.1, 0.1], [0.1, 0.3, -0.2], [0.2, -0.3, -0.1], [0.4, -0.3, 0.4]], "lowdin_charge": [0.8316, -0.2059, 0.0967, 0.0571, 0.0527, -0.2123, 0.0521, 0.0691, 0.0905, -0.1995, 0.0927, 0.0666, 0.0487, 0.8147, -0.1885, 0.1005, 0.0612, 0.0621, -0.1982, 0.0565, 0.0672, 0.0928, -0.1953, 0.0953, 0.0680, 0.0482, 0.8409, -0.1863, 0.0955, 0.0650, 0.0583, -0.1933, 0.0907, 0.0538, 0.0729, -0.2022, 0.0926, 0.0651, 0.0392, 1.2442, -0.2123, 0.1507, -0.2432, 0.1099, -0.1004, -0.1216, -0.1046, -0.1224, -0.1165, -0.1417, 0.1572, 0.1272, 0.1566, 0.1309, 0.1582, 0.1219, -0.1382, -0.4509, -0.0940, -0.1763, -0.1818, -0.1636, -0.1445, 0.1099, 0.1420, 0.1193, 0.1350, 0.1067, 0.1310, 0.1333, 0.1346, 0.1234, 0.1385, 0.1372, 0.1273], "gap_ev": 5.3, "energy_ha": -2253.81295, "charge": 4, "multiplicity": 1, "e_homo_ha": -0.741}